{
  "formula": "C4H11N3O2",
  "method": "ωB97M-V/def2-TZVPD",
  "symbols": ["O", "O", "N", "N", "N", "C", "C", "C", "C", "H", "H", "H", "H", "H", "H", "H", "H", "H", "H", "H"],
  "xyz": [[-0.90924, 1.94028, 0.62624], [1.10871, 1.45397, 0.07881], [-1.36495, -2.84346, -0.77295], [0.29214, -1.27974, 0.07685], [-2.03903, -0.95579, 0.44647], [0.85530, 3.69089, 0.69689], [1.31583, -1.90780, -0.77940], [0.24463, 2.36709, 0.55931], [-0.97043, -1.71689, -0.04741], [-2.16768, -2.65835, -1.44180], [-0.58562, -3.45272, -1.12509], [-1.65561, 0.06686, 0.64485], [-2.56331, -1.33491, 1.22735], [0.55057, 0.43446, 0.17598], [1.07867, -2.91271, -1.04737], [1.78830, 3.61619, 1.23800], [2.32406, -2.08495, -0.14637], [1.69142, -1.14026, -1.64023], [0.84828, 4.36609, -0.13071], [0.15794, 4.35172, 1.36057]],
  "forces_ev_per_a": [[-0.1, 2.0, 1.2], [-0.9, -2.1, 1.1], [0.0, -0.1, -0.8], [-2.3, -0.6, -0.9], [2.0, 2.5, 0.1], [-2.2, 2.5, 3.2], [3.1, 2.2, 1.2], [-0.6, -3.8, -2.9], [1.8, 0.8, -0.4], [1.6, -0.5, 1.4], [-1.6, 1.1, 0.3], [-1.2, -2.6, -0.3], [0.1, -0.1, -0.3], [1.9, 2.3, -0.5], [-0.1, -0.4, -1.0], [0.4, 0.1, -0.4], [-2.2, 0.7, -1.1], [-1.2, -2.1, 1.7], [0.5, -0.4, -1.2], [1.0, -1.4, -0.6]],
  "mulliken_charge": [-0.685, -0.544, -0.487, -0.536, -0.481, -1.130, -0.912, 0.929, 0.550, 0.247, 0.230, 0.363, 0.254, 0.480, 0.380, 0.293, 0.229, 0.196, 0.308, 0.316],
  "orbital_gap_ha": 0.36787,
  "multiplicity": 1,
  "smiles": "CN=C(N)N.CC(=O)O",
  "e_tot_ev": -12890.841,
  "homo_energy_ha": -0.3368,
  "total_charge": 0
}

{
  "formula": "C52H69NO3PReSSe",
  "method": "ωB97M-V/def2-TZVPD",
  "symbols": ["Re", "Se", "S", "P", "O", "O", "O", "N", "C", "C", "C", "C", "C", "C", "C", "C", "C", "C", "C", "C", "C", "C", "C", "C", "C", "C", "C", "C", "C", "C", "C", "C", "C", "C", "C", "C", "C", "C", "C", "C", "C", "C", "C", "C", "C", "C", "C", "C", "C", "C", "C", "C", "C", "C", "C", "C", "C", "C", "C", "C", "H", "H", "H", "H", "H", "H", "H", "H", "H", "H", "H", "H", "H", "H", "H", "H", "H", "H", "H", "H", "H", "H", "H", "H", "H", "H", "H", "H", "H", "H", "H", "H", "H", "H", "H", "H", "H", "H", "H", "H", "H", "H", "H", "H", "H", "H", "H", "H", "H", "H", "H", "H", "H", "H", "H", "H", "H", "H", "H", "H", "H", "H", "H", "H", "H", "H", "H", "H", "H"],
  "xyz": [[1.04639, -0.75134, -0.76924], [-0.93373, 0.43091, 0.20558], [1.89420, 0.95026, -3.47690], [-1.45139, 2.29673, -2.91280], [1.78004, 0.79689, -1.94249], [2.05560, 0.28589, 0.59647], [0.31901, -2.23484, 0.12773], [2.71056, -2.13154, -0.85259], [-3.92317, 1.04787, -2.57022], [-1.39042, -2.29516, -4.03545], [4.44878, 0.66114, 2.33539], [1.34279, -2.37895, -3.46017], [-1.41677, -6.09713, 1.41116], [4.28129, 2.15728, -3.50630], [-1.57071, -1.15787, 1.06252], [-3.44625, 2.76396, -0.96918], [-1.93596, 2.50957, -4.67561], [2.82529, -2.39139, -3.29851], [4.86214, -2.20871, -1.97840], [-0.62664, -5.00337, -0.67195], [-2.56524, -3.53031, 1.93585], [3.31796, 3.17342, -4.11141], [3.47788, -2.25379, -2.07037], [-4.37524, -1.58709, 4.31852], [-5.68117, -1.68484, 2.18184], [-4.58545, -2.36792, 3.01360], [-0.85975, -1.55305, -2.99134], [3.84146, 2.04466, 2.05610], [-5.10382, 0.75228, -1.90558], [-0.55389, -3.10904, -4.78363], [0.29413, 2.94504, 3.29539], [3.64340, -2.49251, -4.42888], [-0.86528, -2.32916, 0.81001], [-1.08733, 4.05254, -2.48034], [0.75054, -4.92177, 1.43981], [-0.48755, 2.17264, 2.44523], [-5.46073, 1.46413, -0.76915], [-3.08161, 2.06471, -2.11847], [1.50802, 1.19858, 1.43363], [4.52017, 3.03855, 3.00148], [-0.37851, 3.84804, 4.32800], [0.11854, 1.31717, 1.54480], [-4.62777, 2.47097, -0.30370], [4.15639, 2.46915, 0.61350], [1.67840, 2.86232, 3.14070], [0.79817, -3.14334, -4.49729], [-3.27740, -2.36800, 2.22524], [5.02572, -2.45922, -4.34862], [0.63536, 4.65276, 5.14125], [-1.31600, 4.83154, 3.61295], [1.92290, 2.76199, -3.64281], [0.49967, -1.59833, -2.64415], [5.64411, -2.31033, -3.11698], [2.32079, 2.02557, 2.23001], [-1.19562, 2.97909, 5.29460], [-0.67075, -4.87854, 0.86048], [3.66624, 0.80289, -3.82435], [-5.05300, -3.78139, 3.36037], [-1.36272, -3.56344, 1.22660], [-2.76697, -1.16258, 1.75074], [-0.77346, 5.41505, 2.86686], [-1.69417, 3.60537, 6.03700], [-6.63987, -1.75580, 2.69868], [-1.49036, -6.07584, 2.49969], [-0.38586, 4.45546, -3.21094], [-6.38461, 1.23828, -0.25284], [3.68589, 1.79106, -0.09800], [-2.80368, 3.54258, -0.57621], [0.10802, 5.25044, 5.88581], [-0.95019, -3.71649, -5.58685], [-3.29940, -0.23148, 1.90048], [-4.32631, -4.31082, 3.97905], [-5.47063, -0.62639, 2.02102], [4.18763, 4.06358, 2.82893], [3.53681, 4.19797, -3.81383], [-2.13593, 4.31578, 3.11034], [-0.61967, 4.12387, -1.49696], [-1.98496, 4.67235, -2.49361], [-5.30079, -1.56242, 4.89679], [-1.63354, -4.95657, -1.09044], [5.61830, -2.53774, -5.25025], [-5.78384, -2.16033, 1.20454], [-3.60180, -2.05323, 4.93145], [3.33441, -1.93339, -0.07390], [1.38955, -4.14536, 1.02046], [1.69340, 3.10872, -2.63501], [4.19400, 0.32404, 3.34194], [4.33449, 2.28332, -2.42409], [4.34565, 2.78899, 4.04943], [-2.97056, -4.46791, 2.27783], [3.36702, 3.12783, -5.20155], [0.73403, -4.78839, 2.52288], [4.09197, -0.07993, 1.62416], [1.43787, -3.79609, -5.07727], [5.59749, 3.00973, 2.83140], [-3.65617, 0.46973, -3.44804], [1.12269, 3.05661, -4.31832], [3.17712, -2.56067, -5.40229], [-1.96196, 2.40779, 4.76790], [5.23761, 2.46296, 0.45107], [-5.24476, -4.37652, 2.46534], [-5.98354, -3.72413, 3.92628], [5.53722, 0.71960, 2.26642], [-2.42184, -6.18630, 0.99550], [6.72224, -2.28068, -3.03847], [1.33395, 4.00534, 5.67407], [5.32862, -2.09687, -1.00594], [-2.44908, -2.24485, -4.25960], [1.20534, -5.89030, 1.22531], [-2.65659, 3.31669, -4.81265], [2.22595, -3.00518, -0.64287], [3.79168, 3.48189, 0.42537], [-1.75496, 5.52420, 4.33361], [-1.04442, 2.72027, -5.26902], [2.29301, 3.48845, 3.76661], [-4.07352, -0.55686, 4.12218], [-0.18745, -5.96324, -0.95228], [-1.53212, -0.93696, -2.40354], [4.04056, -0.02816, -3.22557], [-0.03665, -4.21028, -1.13187], [-1.56942, 2.23271, 2.47566], [5.29095, 2.24119, -3.90656], [-5.74523, -0.03712, -2.27586], [-0.86821, -6.99825, 1.13516], [-0.55193, 2.27185, 5.82051], [-2.36317, 1.58369, -5.05946], [-4.89893, 3.03388, 0.58079], [3.74236, 0.54230, -4.88202], [1.20868, 5.33739, 4.51293]],
  "forces_ev_per_a": [[0.2, -0.6, -0.1], [0.0, 0.1, -0.1], [-0.2, 0.1, -0.1], [0.0, 0.2, -0.1], [0.3, 0.1, -0.1], [-0.1, 0.0, 0.3], [0.0, -0.1, 0.4], [0.0, 0.0, -0.2], [0.0, -0.1, 0.0], [0.0, 0.0, 0.0], [0.0, 0.0, 0.0], [0.0, -0.1, 0.1], [0.0, 0.0, 0.0], [-0.1, 0.0, 0.0], [-0.2, -0.1, 0.0], [0.0, 0.0, 0.0], [-0.1, 0.0, 0.0], [0.1, 0.0, 0.0], [0.0, 0.0, 0.0], [0.1, 0.0, 0.0], [0.0, 0.0, 0.1], [0.0, -0.1, 0.0], [0.1, 0.0, 0.0], [0.0, 0.0, 0.0], [0.0, 0.0, 0.0], [0.0, 0.0, 0.0], [0.0, -0.1, 0.0], [0.0, 0.0, 0.0], [0.0, 0.0, 0.0], [-0.1, 0.0, 0.0], [0.0, 0.0, 0.0], [0.0, 0.0, 0.0], [0.0, 0.1, -0.1], [-0.1, 0.0, 0.0], [0.1, 0.0, 0.0], [0.1, 0.1, 0.0], [0.0, 0.0, 0.0], [0.1, -0.1, 0.0], [-0.1, 0.0, -0.1], [0.0, 0.0, 0.0], [0.0, 0.0, 0.0], [0.2, 0.0, 0.0], [0.0, 0.0, 0.0], [0.1, 0.0, 0.0], [0.0, 0.0, 0.0], [0.1, 0.0, 0.0], [0.0, 0.0, 0.0], [0.0, 0.0, 0.0], [0.0, 0.0, 0.0], [0.0, 0.0, 0.0], [0.1, 0.0, -0.1], [-0.3, 0.3, -0.1], [0.0, 0.0, 0.0], [-0.1, 0.0, 0.0], [0.0, 0.0, 0.0], [0.0, 0.0, 0.0], [0.1, 0.0, 0.2], [0.0, 0.0, 0.0], [-0.1, 0.0, 0.0], [0.1, -0.1, 0.0], [0.0, 0.0, 0.0], [0.0, 0.0, 0.0], [0.0, 0.0, 0.0], [0.0, 0.0, 0.0], [0.0, 0.0, 0.0], [0.0, 0.0, 0.0], [0.0, 0.0, 0.0], [0.0, 0.0, 0.0], [0.0, 0.0, 0.0], [0.0, 0.0, 0.0], [0.0, 0.0, 0.0], [0.0, 0.0, 0.0], [0.0, 0.0, 0.0], [0.0, 0.0, 0.0], [0.0, 0.0, 0.0], [0.0, 0.0, 0.0], [0.0, 0.0, 0.0], [0.0, 0.0, 0.0], [0.0, 0.0, 0.0], [0.0, 0.0, 0.0], [0.0, 0.0, 0.0], [0.0, 0.0, 0.0], [0.0, 0.0, 0.0], [0.0, 0.0, 0.0], [0.0, 0.0, 0.0], [0.0, 0.0, 0.0], [0.0, 0.0, 0.0], [0.0, 0.0, 0.0], [0.0, 0.0, 0.0], [0.0, 0.0, 0.0], [0.0, 0.0, 0.0], [0.0, 0.0, 0.0], [0.0, 0.0, 0.0], [0.0, 0.0, 0.0], [0.0, 0.0, 0.0], [0.0, 0.0, 0.0], [0.0, 0.0, 0.0], [0.0, 0.0, 0.0], [0.0, 0.0, 0.0], [0.0, 0.0, 0.0], [0.0, 0.0, 0.0], [0.0, 0.0, 0.0], [0.0, 0.0, 0.0], [0.0, 0.0, 0.0], [0.0, 0.0, 0.0], [0.0, 0.0, 0.0], [0.0, 0.0, 0.0], [0.0, 0.0, 0.0], [0.0, 0.0, 0.0], [0.0, 0.0, 0.0], [0.1, -0.1, 0.0], [0.0, 0.0, 0.0], [0.0, 0.0, 0.0], [0.0, 0.0, 0.0], [0.0, 0.0, 0.0], [0.0, 0.0, 0.0], [0.0, 0.0, 0.0], [0.0, 0.0, 0.0], [0.0, 0.1, -0.1], [0.0, 0.0, 0.0], [0.0, 0.0, 0.0], [0.0, 0.0, 0.0], [0.0, 0.0, 0.0], [0.0, 0.0, 0.0], [0.0, 0.0, 0.0], [0.0, 0.0, 0.0], [0.0, 0.0, 0.0], [0.0, 0.0, 0.0], [0.0, 0.0, 0.0]],
  "lowdin_spin": [0.837, 0.022, 0.007, 0.000, 0.066, -0.005, 0.031, 0.007, 0.000, 0.000, 0.000, -0.001, 0.000, 0.000, 0.011, 0.001, 0.000, 0.001, 0.002, 0.000, 0.000, 0.000, 0.005, 0.000, 0.000, 0.000, 0.001, 0.000, 0.000, 0.000, -0.001, 0.000, 0.012, 0.000, 0.001, 0.000, 0.000, 0.000, 0.000, 0.000, 0.000, -0.001, 0.000, 0.000, 0.000, -0.001, -0.001, 0.001, 0.000, 0.000, 0.000, -0.005, 0.000, -0.001, 0.000, 0.000, 0.005, 0.000, -0.001, 0.001, 0.000, 0.000, 0.000, 0.000, 0.000, 0.000, 0.000, 0.000, 0.000, 0.000, 0.000, 0.000, 0.000, 0.000, 0.000, 0.000, 0.000, 0.000, 0.000, 0.000, 0.000, 0.000, 0.000, 0.000, 0.001, 0.000, 0.000, 0.000, 0.000, 0.000, 0.000, 0.000, 0.000, 0.000, 0.000, 0.000, 0.000, 0.000, 0.000, 0.000, 0.000, 0.000, 0.000, 0.000, 0.000, 0.000, 0.000, 0.000, 0.000, 0.000, 0.002, 0.000, 0.000, 0.000, 0.000, 0.000, 0.000, 0.000, 0.000, 0.000, 0.000, 0.000, 0.000, 0.000, 0.000, 0.000, 0.000, 0.001, 0.000],
  "orbital_gap_ha": [0.26306, 0.26532],
  "multiplicity": 2,
  "e_tot_ev": -150274.163,
  "homo_energy_ha": [-0.3731, -0.3716],
  "total_charge": 1
}

Record order is preserved below.
ΔE to the lowest compared entry with this formula, charge and spin: 45.86; 0.00 kcal per mole